Entry 1:
Molecular formula: C35H24EuF8N7O10S4
Method: DFT, ωB97M-V with the def2-TZVPD basis set

## Properties
HOMO level (spin up / spin down), eV: -3.0141 / -3.0154
<S²>: 12.014
Net charge: -2
2S+1: 7
LUMO level (spin up / spin down), eV: 4.1618 / 4.1621

Last column: Mulliken spin population.
Positions of all 89 atoms, in Å:
Eu1 0.685 -0.457 0.917  6.038
O1 -2.041 -0.364 -2.719  0.001
C1 -3.278 -0.516 -2.221  0.000
C2 -4.359 -0.362 -3.089  0.000
C3 -5.648 -0.500 -2.623  0.000
C4 -5.881 -0.800 -1.288  0.000
C5 -4.819 -0.978 -0.424  0.000
C6 -3.510 -0.850 -0.875  -0.002
C7 -2.375 -1.100 0.040  -0.004
O2 -1.161 -0.889 -0.386  -0.006
N1 -2.692 -1.521 1.224  0.001
N2 -1.768 -1.808 2.158  -0.001
C8 -0.907 -2.734 1.948  0.011
C9 -0.008 -3.204 3.006  -0.002
C10 -0.480 -3.750 4.184  0.000
C11 0.398 -4.226 5.142  -0.001
C12 1.763 -4.125 4.918  0.000
C13 2.253 -3.541 3.769  -0.002
C14 1.387 -3.019 2.784  0.002
O3 1.811 -2.379 1.739  -0.006
H1 -1.431 -0.488 -1.939  -0.001
H2 -4.157 -0.131 -4.124  0.000
H3 -6.480 -0.369 -3.302  0.000
H4 -6.894 -0.899 -0.928  0.000
H5 -4.966 -1.220 0.616  0.000
H6 -0.846 -3.257 0.966  0.001
H7 -1.548 -3.781 4.347  0.000
H8 0.019 -4.659 6.057  0.000
H9 2.460 -4.494 5.663  0.000
H10 3.319 -3.434 3.614  0.000
F1 0.214 1.457 6.438  0.000
C15 0.803 1.069 5.298  -0.001
F2 1.153 2.179 4.642  0.000
F3 1.943 0.453 5.652  0.000
S1 -0.285 -0.077 4.242  0.000
O4 0.565 -0.275 3.102  -0.024
O5 -0.523 -1.144 5.150  0.000
N3 -1.519 0.859 4.032  0.001
S2 -2.124 1.216 2.627  -0.001
O6 -1.245 1.013 1.509  0.000
O7 -3.507 0.926 2.488  0.000
C16 -2.137 3.102 2.893  0.000
F4 -2.875 3.404 3.972  0.000
F5 -2.658 3.796 1.875  0.000
F6 -0.912 3.586 3.120  0.000
F7 1.934 -2.014 -4.798  0.000
C17 2.403 -1.620 -3.575  -0.002
C18 1.527 -1.456 -2.521  0.016
C19 1.958 -1.098 -1.228  -0.004
C20 3.369 -0.956 -1.104  -0.008
C21 4.215 -1.060 -2.203  -0.002
F8 5.555 -0.800 -2.077  0.000
C22 3.761 -1.392 -3.461  0.001
C23 3.924 -0.754 0.245  0.001
C24 5.079 -1.410 0.676  -0.001
C25 5.506 -1.236 1.978  0.000
C26 4.792 -0.390 2.814  0.000
C27 3.664 0.233 2.304  0.002
N4 3.237 0.055 1.061  -0.004
H11 0.473 -1.607 -2.718  -0.001
H12 4.427 -1.455 -4.305  0.000
H13 5.606 -2.075 0.009  0.000
H14 6.384 -1.756 2.338  0.000
H15 5.098 -0.221 3.835  0.000
H16 3.082 0.927 2.900  -0.001
O8 -2.025 5.068 -3.866  0.000
S3 -2.130 3.717 -3.355  0.000
O9 -3.351 3.427 -2.653  0.000
N5 -0.794 3.332 -2.478  0.000
C28 -0.123 2.361 -3.054  0.000
S4 1.310 1.721 -2.483  -0.001
C29 -0.671 1.884 -4.334  0.000
C30 -0.127 0.922 -5.170  0.000
C31 -0.743 0.689 -6.387  0.000
C32 -1.890 1.383 -6.748  0.000
C33 -2.454 2.324 -5.894  0.000
C34 -1.826 2.557 -4.694  0.000
H17 0.760 0.393 -4.861  0.000
H18 -0.317 -0.037 -7.067  0.000
H19 -2.347 1.187 -7.707  0.000
H20 -3.347 2.867 -6.160  0.000
N6 -0.105 3.307 0.151  0.000
C35 1.106 2.811 0.470  0.001
N7 2.187 3.448 -0.086  0.000
O10 1.266 1.928 1.328  0.002
H21 -0.296 3.586 -0.825  0.000
H22 -0.861 2.761 0.539  0.000
H23 2.010 3.847 -0.997  0.000
H24 3.031 2.894 -0.055  0.000

***

Entry 2:
Molecular formula: C35H25AsClF3HgNO5S2
Method: DFT, ωB97M-V with the def2-TZVPD basis set

## Properties
HOMO level (spin up / spin down), eV: -1.7579 / -2.8804
<S²>: 0.758
Net charge: -2
Energy relative to the best compared isomer or geometry (same formula, charge and spin), kcal per mole: 4.2
2S+1: 2
LUMO level (spin up / spin down), eV: 3.8873 / 3.8870

Last column: Mulliken spin population.
Positions of all 74 atoms, in Å:
Hg1 -0.420 -0.904 -0.850  0.714
C1 -0.129 -0.129 7.017  0.000
C2 -0.164 1.127 6.428  0.001
C3 -0.360 1.254 5.058  -0.001
C4 -0.526 0.125 4.264  0.027
C5 -0.502 -1.134 4.864  0.001
C6 -0.297 -1.262 6.230  0.000
As1 -0.810 0.141 2.303  -0.065
C7 1.096 -0.069 1.904  -0.047
C8 1.819 -1.253 1.888  0.035
C9 3.172 -1.215 1.571  -0.012
C10 3.789 -0.010 1.266  0.007
C11 3.065 1.172 1.277  0.000
C12 1.714 1.153 1.602  0.041
C13 0.821 2.325 1.644  0.003
C14 1.181 3.637 1.354  0.008
C15 0.229 4.644 1.408  -0.006
C16 -1.090 4.353 1.734  0.006
C17 -1.453 3.041 2.018  -0.033
C18 -0.501 2.034 1.989  0.053
H1 0.027 -0.226 8.086  0.000
H2 -0.035 2.014 7.037  0.000
H3 -0.376 2.238 4.604  0.001
H4 -0.639 -2.018 4.248  0.000
H5 -0.270 -2.247 6.682  0.000
H6 1.311 -2.190 2.064  0.005
H7 3.739 -2.137 1.528  0.000
H8 4.838 0.006 0.993  0.000
H9 3.550 2.105 1.015  -0.001
H10 2.197 3.875 1.060  0.000
H11 0.504 5.661 1.152  0.001
H12 -1.841 5.132 1.711  0.000
H13 -2.489 2.806 2.232  -0.002
C19 -0.872 -5.449 -3.177  0.000
C20 -2.166 -5.812 -2.513  0.001
C21 -3.360 -5.873 -3.218  -0.001
C22 -4.550 -6.158 -2.567  0.000
Cl1 -6.036 -6.230 -3.492  0.000
C23 -4.586 -6.381 -1.206  0.000
C24 -3.396 -6.335 -0.494  0.001
C25 -2.197 -6.060 -1.138  -0.003
O1 -1.004 -6.110 -0.480  -0.001
C26 -0.882 -5.348 0.719  0.010
C27 -0.851 -3.818 0.518  -0.039
O2 -0.629 -3.179 1.563  0.008
O3 -1.059 -3.398 -0.641  -0.010
H14 -1.030 -5.215 -4.230  0.000
H15 -0.149 -6.263 -3.099  0.000
H16 -0.447 -4.580 -2.672  0.000
H17 -3.366 -5.672 -4.282  0.000
H18 -5.525 -6.590 -0.711  0.000
H19 -3.397 -6.516 0.572  0.000
H20 0.066 -5.648 1.162  0.000
H21 -1.674 -5.594 1.432  0.000
F1 2.276 -0.224 -2.260  0.019
C28 1.428 -1.279 -2.124  0.241
F2 2.213 -2.296 -1.652  0.016
F3 1.115 -1.650 -3.405  0.016
O4 -2.988 6.743 0.111  0.000
S1 -2.597 6.440 -1.250  0.000
O5 -3.193 7.278 -2.267  0.001
N1 -2.749 4.870 -1.591  0.005
C29 -1.584 4.294 -1.869  0.004
S2 -1.307 2.701 -2.270  -0.005
C30 -0.417 5.246 -1.758  0.000
C31 0.931 4.978 -1.934  0.002
C32 1.839 6.007 -1.722  -0.001
C33 1.410 7.279 -1.341  0.000
C34 0.057 7.546 -1.171  0.000
C35 -0.829 6.508 -1.390  0.000
H22 1.238 3.977 -2.207  -0.002
H23 2.899 5.818 -1.844  0.000
H24 2.138 8.064 -1.173  0.000
H25 -0.293 8.526 -0.872  0.000

***

Entry 3:
Molecular formula: C35H25BrF4N5O3PPd
Method: DFT, ωB97M-V with the def2-TZVPD basis set

## Properties
HOMO level (spin up / spin down), eV: -18.2847 / -18.2888
Net charge: +4
LUMO level (spin up / spin down), eV: -16.5381 / -16.5391

Last column: Mulliken charge in e.
Positions of all 75 atoms, in Å:
Pd1 0.242 -0.477 0.129  -0.160
F1 6.282 -3.460 -1.416  -0.202
C1 5.123 -2.882 -1.549  0.627
C2 4.773 -2.271 -2.747  0.194
F2 5.606 -2.284 -3.756  -0.222
C3 3.533 -1.650 -2.885  0.362
F3 3.236 -1.134 -4.069  -0.362
C4 2.626 -1.618 -1.830  0.226
P1 0.934 -0.981 -1.949  0.712
C5 1.045 0.401 -3.049  1.076
C6 0.325 0.456 -4.250  -0.470
C7 0.637 1.432 -5.176  -1.014
C8 1.624 2.377 -4.900  -0.584
C9 2.314 2.349 -3.691  -0.816
C10 2.027 1.364 -2.765  -0.462
C11 -0.013 -2.367 -2.576  1.214
C12 0.320 -2.874 -3.840  -0.323
C13 -0.292 -4.029 -4.294  -0.946
C14 -1.220 -4.690 -3.494  -0.608
C15 -1.559 -4.182 -2.246  -0.857
C16 -0.959 -3.021 -1.785  -0.473
C17 3.013 -2.244 -0.658  -0.333
Br1 1.765 -2.237 0.761  -0.066
C18 4.221 -2.872 -0.482  0.392
F4 4.531 -3.441 0.665  -0.284
H1 -0.411 -0.302 -4.478  0.768
H2 0.137 1.450 -6.136  0.565
H3 1.864 3.134 -5.635  0.468
H4 3.087 3.077 -3.487  0.478
H5 2.583 1.329 -1.835  0.419
H6 1.063 -2.387 -4.460  0.500
H7 -0.032 -4.426 -5.267  0.518
H8 -1.669 -5.611 -3.841  0.481
H9 -2.282 -4.699 -1.628  0.507
H10 -1.232 -2.634 -0.809  0.387
O1 -2.226 3.067 6.839  -0.534
N1 -1.217 2.492 6.516  1.053
O2 -0.259 2.252 7.202  -0.561
C19 -1.182 2.026 5.080  -0.519
C20 -2.337 2.340 4.346  -0.557
C21 -2.472 1.970 3.010  1.404
C22 -3.635 2.310 2.276  -0.671
C23 -3.729 1.883 0.977  -1.034
C24 -2.684 1.128 0.454  0.176
N2 -1.549 0.821 1.114  0.058
C25 -1.439 1.236 2.374  -0.332
C26 -0.215 0.944 3.136  0.077
N3 0.760 0.330 2.487  -0.269
C27 1.921 0.119 3.139  -0.139
C28 2.142 0.452 4.467  -1.067
C29 1.134 1.058 5.174  -0.288
C30 -0.095 1.351 4.508  0.962
H11 -3.124 2.882 4.857  0.636
H12 -4.425 2.884 2.747  0.563
H13 -4.596 2.103 0.372  0.486
H14 -2.748 0.731 -0.548  0.171
H15 2.714 -0.336 2.561  0.599
H16 3.095 0.237 4.930  0.473
H17 1.265 1.329 6.210  0.654
N4 -2.206 0.188 -2.603  -0.481
C31 -3.063 0.454 -3.341  0.483
N5 -4.060 0.770 -4.158  0.118
C32 -5.208 -0.093 -4.300  -0.451
C33 -5.340 -0.473 -5.838  -0.485
O3 -5.341 0.704 -6.564  -0.249
C34 -4.171 1.439 -6.506  -0.467
C35 -3.988 1.934 -5.007  -0.498
H18 -6.122 0.442 -4.034  0.307
H19 -5.092 -0.996 -3.705  0.444
H20 -6.299 -0.967 -5.975  0.377
H21 -4.508 -1.132 -6.107  0.342
H22 -4.280 2.319 -7.136  0.376
H23 -3.294 0.848 -6.789  0.358
H24 -4.819 2.610 -4.799  0.300
H25 -3.032 2.440 -4.895  0.470